{
  "formula": "C3H6N2O2",
  "method": "ωB97M-V/def2-TZVPD",
  "molar_mass_g_mol": 102.1,
  "gap_ev": [7.969, 7.970],
  "e_tot_ha": -377.7651,
  "lumo_ev": [0.6, 0.6],
  "e_above_lowest_kcal_mol": 121.9,
  "charge": 0,
  "symbols": ["C", "C", "N", "C", "O", "N", "O", "H", "H", "H", "H", "H", "H"],
  "coordinates": [[-0.50806, -0.94711, -0.72094], [0.01965, 0.92103, -0.83002], [-0.49939, 0.01718, 1.97211], [0.63391, -0.63821, 0.13028], [0.94435, 1.33406, -1.71703], [0.65806, -0.05888, 1.35926], [-0.86285, 1.65144, -0.49018], [1.65317, 0.68927, -1.83320], [-0.49507, 0.53410, 2.83749], [-1.36389, -0.14530, 1.45476], [-1.51900, -0.91114, -0.32971], [-0.27589, -1.49622, -1.62588], [1.61503, -0.95022, -0.20694]]
}


{
  "formula": "C4H14N",
  "method": "ωB97M-V/def2-TZVPD",
  "molar_mass_g_mol": 76.2,
  "gap_ev": [4.759, 12.242],
  "e_tot_ha": -215.3873,
  "lumo_ev": [1.2, 0.8],
  "e_above_lowest_kcal_mol": 28.1,
  "s2": 0.751,
  "charge": 0,
  "spin_multiplicity": 2,
  "symbols": ["C", "C", "H", "H", "H", "H", "H", "H", "C", "N", "C", "H", "H", "H", "H", "H", "H", "H", "H"],
  "coordinates": [[-2.15492, -2.95873, -4.62539], [-0.61866, -2.98509, -4.32620], [-2.60816, -2.00152, -4.35693], [-2.66869, -3.84426, -4.25948], [-2.32880, -2.97273, -5.69858], [-0.35734, -3.85544, -3.72041], [-0.26763, -3.17912, -5.33938], [-0.20178, -2.12561, -3.82292], [1.91371, 1.61131, 2.52334], [0.69610, 1.73160, 3.34745], [0.43769, 3.13533, 3.92470], [1.88362, 0.63233, 2.04416], [1.94278, 2.36112, 1.73834], [2.78619, 1.71958, 3.15988], [0.81361, 1.17464, 4.22248], [-0.25492, 1.49387, 2.89166], [0.23034, 3.75145, 3.05826], [1.20258, 3.29101, 4.68431], [-0.44571, 3.02028, 4.55470]]
}


{
  "formula": "C4H4Cl2NO2",
  "method": "ωB97M-V/def2-TZVPD",
  "molar_mass_g_mol": 169.0,
  "gap_ev": 9.300,
  "e_tot_ha": -1279.9375,
  "lumo_ev": -3.7,
  "e_above_lowest_kcal_mol": 0.0,
  "charge": 1,
  "symbols": ["C", "C", "C", "C", "N", "O", "O", "Cl", "Cl", "H", "H", "H", "H"],
  "coordinates": [[3.14002, -1.48181, 0.55485], [3.78224, -1.08201, -0.39869], [1.98383, 2.06778, 1.61508], [0.52610, 1.05649, -0.08812], [1.11841, 0.18466, -1.19231], [2.16818, 2.72927, 2.51482], [1.85164, 1.50631, 0.60133], [2.09577, -2.18203, 1.57764], [4.47250, -0.12542, -1.56162], [-0.11601, 0.37990, 0.62584], [2.07386, 0.01458, -0.96377], [0.84893, 0.76500, -1.95287], [0.54928, -0.68362, -1.08316]]
}


{
  "formula": "C43H51FeN6O2P2S2SbSe4",
  "method": "ωB97M-V/def2-TZVPD",
  "molar_mass_g_mol": 1303.4,
  "gap_ev": 5.551,
  "e_tot_ha": -14736.9347,
  "lumo_ev": 0.7,
  "e_above_lowest_kcal_mol": 31.6,
  "s2": 8.774,
  "charge": -1,
  "spin_multiplicity": 6,
  "symbols": ["Fe", "O", "N", "C", "C", "C", "C", "C", "S", "H", "H", "H", "H", "C", "S", "C", "C", "C", "N", "P", "C", "C", "C", "C", "C", "C", "C", "C", "C", "C", "C", "C", "P", "C", "C", "C", "C", "C", "C", "C", "C", "C", "C", "C", "C", "H", "H", "H", "H", "H", "H", "H", "H", "H", "H", "H", "H", "H", "H", "H", "H", "H", "H", "H", "H", "H", "H", "H", "H", "H", "H", "H", "H", "H", "C", "C", "C", "C", "N", "N", "H", "H", "H", "H", "H", "H", "H", "H", "H", "H", "H", "H", "N", "C", "O", "C", "C", "C", "N", "C", "C", "H", "H", "H", "H", "H", "H", "Se", "Sb", "Se", "Se", "Se"],
  "coordinates": [[15.49251, 15.23577, 12.19441], [13.94365, 15.42462, 13.98646], [12.69692, 15.62963, 13.63008], [11.69073, 15.36347, 14.50083], [10.37837, 15.41041, 14.06827], [10.10228, 15.87071, 12.79978], [11.08254, 16.38739, 12.00236], [12.43160, 16.19214, 12.33587], [13.68948, 16.58803, 11.33495], [12.06988, 15.20665, 15.53035], [9.57642, 15.13614, 14.77918], [9.12531, 16.04741, 12.40877], [10.84405, 16.97602, 11.11766], [18.43504, 9.39171, 16.68891], [17.66898, 9.71065, 18.30429], [17.10664, 11.44049, 17.90997], [15.94252, 11.78718, 16.88525], [16.14969, 11.52982, 15.45067], [15.54184, 12.44618, 14.58706], [16.51672, 13.65516, 13.74721], [17.67917, 14.21748, 15.01080], [17.06599, 14.93734, 16.06124], [17.88451, 15.36501, 17.11629], [19.29458, 15.08100, 17.10431], [19.82704, 14.39195, 16.05908], [19.05925, 13.97420, 14.96868], [17.56990, 12.62676, 12.70086], [17.39248, 11.23478, 12.53879], [18.12621, 10.44635, 11.63062], [19.12443, 11.09778, 10.91535], [19.22711, 12.47334, 11.01644], [18.52295, 13.24048, 11.86970], [14.00192, 12.07124, 13.75526], [14.00056, 10.18181, 13.75006], [13.77776, 9.25440, 14.76406], [13.59631, 7.92728, 14.45882], [13.69278, 7.46486, 13.12977], [13.94725, 8.38169, 12.13566], [14.05348, 9.75287, 12.44141], [12.62888, 12.24660, 14.95150], [11.38032, 12.04944, 14.38426], [10.21397, 12.18896, 15.18826], [10.30784, 12.53026, 16.49412], [11.60563, 12.73112, 17.04341], [12.71928, 12.65630, 16.24992], [18.88971, 8.41270, 16.53331], [19.21181, 10.17960, 16.50175], [17.69389, 9.58457, 15.90253], [18.00120, 12.00919, 17.44598], [16.83914, 11.92841, 18.86028], [15.70878, 12.89083, 17.01357], [15.03725, 11.25635, 17.24596], [15.89371, 10.45099, 15.22484], [17.20363, 11.47548, 15.17507], [16.01527, 15.12874, 15.96064], [17.53525, 15.92741, 18.00595], [19.92361, 15.49701, 17.86492], [20.87188, 14.23831, 16.15403], [19.61588, 13.33780, 14.22744], [16.71232, 10.61759, 13.10349], [18.10272, 9.41839, 11.55059], [19.73586, 10.56827, 10.18451], [19.98742, 13.01492, 10.43927], [18.67126, 14.29006, 11.77854], [13.62938, 9.59048, 15.81820], [13.42686, 7.24272, 15.27403], [13.51158, 6.37806, 12.98546], [14.12072, 8.07065, 11.10444], [14.06129, 10.37317, 11.56276], [11.28367, 11.91824, 13.28150], [9.19512, 12.00324, 14.74945], [9.43928, 12.54776, 17.13017], [11.69506, 13.06826, 18.07437], [13.70122, 12.91226, 16.71245], [13.72589, 11.77403, 8.58202], [15.09676, 12.33453, 8.78531], [16.14312, 11.16364, 8.65591], [15.45385, 13.50221, 7.88332], [15.25346, 12.80870, 10.19860], [14.37507, 13.69139, 10.72599], [13.50567, 11.41588, 7.61209], [12.91842, 12.44301, 8.64956], [13.53236, 10.95669, 9.30160], [16.44816, 11.05940, 7.64035], [15.69054, 10.24832, 9.07695], [17.06872, 11.46921, 9.17932], [15.27018, 13.26140, 6.82737], [16.49232, 13.89337, 7.95021], [14.77258, 14.34826, 8.08627], [16.20915, 13.19560, 10.32228], [13.63643, 13.16845, 11.18560], [13.96629, 14.39929, 10.11599], [4.60891, 16.84804, 10.50247], [4.73132, 15.52687, 10.10011], [4.48778, 15.07720, 8.96192], [5.16415, 14.63356, 11.16751], [5.09426, 14.92262, 12.56419], [5.72475, 14.08154, 13.44946], [6.47296, 13.05123, 13.11028], [6.44990, 12.74121, 11.80221], [5.81503, 13.46420, 10.80621], [4.66725, 17.45001, 9.65998], [5.17368, 17.10454, 11.32408], [4.58793, 15.92284, 12.86124], [5.64498, 14.23532, 14.58578], [7.08439, 11.82864, 11.47069], [6.04226, 13.26847, 9.78680], [21.32972, 13.69622, 5.29381], [21.19747, 12.16464, 7.13401], [17.50360, 16.61043, 11.60302], [22.47016, 12.32194, 9.06721], [19.51910, 10.55411, 7.06809]]
}


{
  "formula": "C5H8N2",
  "method": "ωB97M-V/def2-TZVPD",
  "molar_mass_g_mol": 96.1,
  "gap_ev": 10.179,
  "e_tot_ha": -304.8017,
  "lumo_ev": 0.8,
  "e_above_lowest_kcal_mol": 21.2,
  "charge": 0,
  "smiles": "CC1=C[C@@H](N)N=C1",
  "symbols": ["C", "C", "C", "N", "C", "N", "C", "H", "H", "H", "H", "H", "H", "H", "H"],
  "coordinates": [[-2.37981, -0.14128, -0.15095], [-0.90377, 0.08039, -0.04486], [-0.22295, 1.38035, -0.24196], [1.04578, 1.35047, -0.07624], [1.36602, -0.01158, 0.34376], [2.45265, -0.55030, -0.45500], [0.07598, -0.78269, 0.25576], [-2.62102, -1.20821, -0.15242], [-2.89927, 0.32081, 0.69727], [-2.78897, 0.30482, -1.06435], [-0.73514, 2.30696, -0.50815], [1.61616, 0.08298, 1.42048], [3.21818, 0.11816, -0.44169], [2.79645, -1.40370, -0.02368], [-0.02029, -1.84716, 0.44202]]
}


{
  "formula": "C3H7F",
  "method": "ωB97M-V/def2-TZVPD",
  "molar_mass_g_mol": 62.1,
  "gap_ev": 11.594,
  "e_tot_ha": -218.3455,
  "lumo_ev": 1.1,
  "e_above_lowest_kcal_mol": 10.5,
  "charge": 0,
  "smiles": "C=CC.F",
  "symbols": ["C", "C", "C", "F", "H", "H", "H", "H", "H", "H", "H"],
  "coordinates": [[-0.10882, 1.22589, -0.41922], [0.04377, -0.72329, 1.13412], [-0.66483, 0.18945, 0.19348], [0.97814, -0.86478, -2.15581], [-0.66866, 1.85392, -1.09319], [0.90858, 1.52579, -0.22263], [0.57000, -0.24903, -1.55598], [1.06838, -0.40031, 1.30325], [0.05232, -1.73754, 0.73152], [-0.47965, -0.75463, 2.08958], [-1.69923, -0.06547, -0.00512]]
}